No. 1
Entry from the Open Molecules 2025 dataset: one molecule with the formula C4HNO3 (ωB97M-V/def2-TZVPD).

The HOMO-LUMO gap is 7.44 eV. For the energy above the lowest of the compared OMol25 structures with the same formula, charge and spin, the calculation gives 52.65 kcal/mol. The molecular weight comes out at 111.056 g mol⁻¹. The SMILES is O=c1cnc(=O)c1=O.

```
9
C4HNO3 ωB97M-V/def2-TZVPD
C -0.878 0.096 0.592
C -0.533 1.036 -0.583
C 0.998 -0.686 -0.706
C 0.261 -0.766 0.780
H -0.811 2.184 -0.707
N 0.328 0.606 -1.367
O -1.896 0.183 1.239
O 2.041 -1.199 -1.066
O 0.491 -1.453 1.817
```

---

No. 2
Entry from the Open Molecules 2025 dataset: a 2-piece molecular cluster, C6H12IN overall (ωB97M-V/def2-TZVPD).

The HOMO-LUMO gap is 9.81 eV. For the energy above the lowest of the compared OMol25 structures with the same formula, charge and spin, the calculation gives 26.48 kcal/mol. The molecular weight comes out at 225.073 g mol⁻¹. The SMILES is CC(C)C#N.CCI.

```
20
C6H12IN ωB97M-V/def2-TZVPD
C -1.292 -0.296 -0.029
C -1.140 1.466 -1.550
C -1.996 1.988 0.893
C 2.767 -2.655 0.423
C -1.994 0.943 -0.302
C 2.184 -1.257 0.470
N -1.048 -1.373 0.057
I 2.637 0.093 -1.098
H -1.005 2.542 -1.602
H -1.717 1.165 -2.431
H -0.143 0.931 -1.508
H -1.035 2.242 1.355
H -2.645 1.597 1.745
H -2.464 2.884 0.756
H 2.027 -2.992 -0.398
H 2.446 -3.076 1.469
H 3.846 -2.787 0.091
H -2.992 0.659 -0.529
H 1.025 -1.465 0.800
H 2.540 -0.609 1.387
```

---

No. 3
Entry from the Open Molecules 2025 dataset: one molecule with the formula C4H7NO2 (ωB97M-V/def2-TZVPD).

The HOMO-LUMO gap is 10.93 eV. For the energy above the lowest of the compared OMol25 structures with the same formula, charge and spin, the calculation gives 74.70 kcal/mol. The molecular weight comes out at 101.105 g mol⁻¹. The SMILES is N[C@@H]1O[C@@H]1[C@H]1CO1.

```
14
C4H7NO2 ωB97M-V/def2-TZVPD
N 1.147 0.113 2.142
C 1.357 0.482 0.778
O 0.547 1.522 0.271
C 0.372 0.219 -0.276
C -1.007 -0.343 -0.140
C -1.801 -0.389 -1.373
O -1.230 -1.568 -0.829
H 1.649 0.770 2.736
H 1.571 -0.797 2.309
H 0.773 0.080 -1.284
H 2.393 0.572 0.432
H -1.501 -0.239 0.827
H -1.340 -0.044 -2.301
H -2.887 -0.313 -1.340
```

---

No. 4
Entry from the Open Molecules 2025 dataset: C5H11N2O as an isolated structure (ωB97M-V/def2-TZVPD).

The HOMO-LUMO gap is 10.16 eV. The total charge is +1. For the energy above the lowest of the compared OMol25 structures with the same formula, charge and spin, the calculation gives 94.26 kcal/mol. The molecular weight comes out at 115.156 g mol⁻¹.

```
19
C5H11N2O ωB97M-V/def2-TZVPD
C 3.439 0.867 0.064
C 1.674 -0.761 0.014
C -2.175 0.177 0.940
C -1.466 -0.643 -1.262
C 0.193 0.440 0.140
N 2.655 -0.039 -0.287
N -1.107 -0.386 0.138
O 1.485 -1.920 0.089
H 3.753 1.062 1.150
H 3.949 1.296 -0.696
H -2.509 1.250 0.760
H -3.195 -0.473 0.800
H -1.795 0.182 1.988
H -1.561 0.381 -1.666
H -0.748 -1.258 -1.840
H -2.420 -1.182 -1.213
H 0.266 1.040 -0.778
H 0.292 1.120 1.022
H -0.729 -1.153 0.638
```

---

No. 5
Entry from the Open Molecules 2025 dataset: C16H7Cl2F9FeN2OS as an isolated structure (ωB97M-V/def2-TZVPD).

The HOMO-LUMO gap (spin up / spin down) is 6.75 / 6.83 eV. For the energy above the lowest of the compared OMol25 structures with the same formula, charge and spin, the calculation gives 11.72 kcal/mol. The molecular weight comes out at 573.045 g mol⁻¹. The spin multiplicity is 5.

```
39
C16H7Cl2F9FeN2OS ωB97M-V/def2-TZVPD
Fe -0.012 -0.295 -0.166
Cl 0.766 1.877 -0.282
C 0.286 2.480 -1.845
C 0.627 3.772 -2.198
C 0.269 4.260 -3.443
C -0.437 3.456 -4.323
C -0.788 2.169 -3.960
Cl -1.681 1.191 -5.050
C -0.429 1.639 -2.708
S -0.851 0.008 -2.271
H 1.172 4.380 -1.498
H 0.542 5.263 -3.731
H -0.717 3.827 -5.295
N -5.163 -0.825 5.349
C -4.368 -0.700 4.533
C -3.388 -0.534 3.528
C -2.993 0.748 3.133
C -2.041 0.861 2.139
N -1.479 -0.191 1.539
C -1.847 -1.415 1.932
C -2.793 -1.640 2.912
H -3.423 1.625 3.591
H -1.708 1.833 1.801
H -1.349 -2.240 1.434
H -3.066 -2.645 3.195
F 0.860 -4.042 0.497
C 1.996 -3.704 -0.127
F 2.846 -4.720 0.013
F 1.696 -3.607 -1.422
C 2.516 -2.347 0.424
O 1.566 -1.423 0.284
C 3.789 -1.917 -0.357
F 4.807 -2.775 -0.265
F 3.513 -1.766 -1.653
F 4.227 -0.735 0.082
C 2.855 -2.503 1.933
F 1.758 -2.848 2.617
F 3.789 -3.415 2.202
F 3.273 -1.345 2.445
```

---

No. 6
Entry from the Open Molecules 2025 dataset: a 2-piece molecular cluster, C14H26N2O7S overall (ωB97M-V/def2-TZVPD).

The HOMO-LUMO gap is 9.61 eV. For the energy above the lowest of the compared OMol25 structures with the same formula, charge and spin, the calculation gives 0.00 kcal/mol. The molecular weight comes out at 366.436 g mol⁻¹. The SMILES is CNC(=O)[C@@H](NC(C)=O)[C@@H](C)O.COC(=O)C[C@H]1CCS(=O)(=O)C1.

```
50
C14H26N2O7S ωB97M-V/def2-TZVPD
O -0.916 -3.332 3.624
O -0.594 3.589 -0.610
O 3.503 -2.786 1.503
O 0.217 -2.168 -2.719
O 1.992 -0.435 -2.764
O -2.605 3.305 -1.685
O 0.352 -0.436 0.735
C -0.430 -2.252 3.921
C -1.250 3.294 -1.603
C 2.758 -1.940 1.981
N 3.318 -0.812 2.446
N 0.573 -1.684 3.253
C -3.289 3.728 -0.495
C -0.974 -1.477 5.099
C 2.708 0.400 2.996
C -0.484 2.880 -2.857
C -0.122 1.140 -4.660
C -0.861 1.465 -3.338
C -0.780 -2.484 0.520
C 0.160 -0.363 -4.718
C -0.504 0.413 -2.267
C 1.253 -2.256 2.070
C 0.579 -1.826 0.752
S 0.590 -0.781 -3.032
H -0.417 -0.282 1.288
H 4.318 -0.792 2.314
H 0.917 -0.801 3.588
H -3.004 4.750 -0.223
H -3.059 3.063 0.344
H -4.370 3.706 -0.665
H -1.837 -2.008 5.500
H -1.278 -0.484 4.777
H -0.207 -1.404 5.867
H 3.431 1.217 2.958
H 2.423 0.243 4.037
H 1.841 0.697 2.404
H 0.591 2.929 -2.653
H -0.708 3.605 -3.643
H -0.711 1.461 -5.526
H 0.836 1.674 -4.693
H -1.940 1.419 -3.527
H -1.164 -2.204 -0.459
H -0.666 -3.567 0.549
H -1.496 -2.181 1.282
H -0.727 -0.929 -5.006
H 0.985 -0.609 -5.389
H 0.028 0.847 -1.419
H -1.394 -0.102 -1.902
H 1.183 -3.343 2.124
H 1.232 -2.089 -0.081
```

---

Repeat the first record exactly.
Entry from the Open Molecules 2025 dataset: one molecule with the formula C4HNO3 (ωB97M-V/def2-TZVPD).

The HOMO-LUMO gap is 7.44 eV. For the energy above the lowest of the compared OMol25 structures with the same formula, charge and spin, the calculation gives 52.65 kcal/mol. The molecular weight comes out at 111.056 g mol⁻¹. The SMILES is O=c1cnc(=O)c1=O.

```
9
C4HNO3 ωB97M-V/def2-TZVPD
C -0.878 0.096 0.592
C -0.533 1.036 -0.583
C 0.998 -0.686 -0.706
C 0.261 -0.766 0.780
H -0.811 2.184 -0.707
N 0.328 0.606 -1.367
O -1.896 0.183 1.239
O 2.041 -1.199 -1.066
O 0.491 -1.453 1.817
```

---

Which formula does entry 1 have? C4HNO3